No. 1
4 unconnected molecules or ions with the total composition CH10O3S2 at a distorted geometry, computed with the ωB97M-V functional and the def2-TZVPD basis.

Last columns: bonded neighbours and bond lengths (Å).
Element x y z (Å)
1 C 0.017 2.127 -1.535  S2 1.815, H4 1.067, H5 1.092, H6 1.093
2 S 1.449 1.098 -1.106  C1 1.815, S3 2.073
3 S 2.407 2.311 0.274  S2 2.073, H7 1.331
4 H -0.857 1.915 -0.962  C1 1.067
5 H -0.177 1.958 -2.596  C1 1.092
6 H 0.351 3.164 -1.450  C1 1.093
7 H 1.640 1.980 1.311  S3 1.331
8 O 2.117 -2.287 -0.490  H9 0.962, H10 0.961
9 H 2.381 -1.372 -0.351  O8 0.962
10 H 1.220 -2.315 -0.147  O8 0.961
11 O -1.666 -2.347 2.149  H12 0.965, H13 0.962
12 H -1.510 -2.961 2.876  O11 0.965
13 H -0.811 -1.924 2.020  O11 0.962
14 O -1.875 -0.251 -0.131  H15 0.961, H16 0.963
15 H -2.620 -0.585 -0.638  O14 0.961
16 H -2.065 -0.510 0.777  O14 0.963

Values from the calculation:
Energy relative to the best compared isomer or geometry (same formula, charge and spin) ... 0.3989 eV
E_tot ... -29012.1040 eV
Highest occupied orbital energy ... -9.09 eV
Lowest unoccupied orbital energy ... 0.0095 hartree

No. 2
5 unconnected molecules or ions with the total composition CH10O5 at a distorted geometry, computed with the ωB97M-V functional and the def2-TZVPD basis.

Last columns: bonded neighbours and bond lengths (Å).
Element x y z (Å)
1 C -1.961 -0.378 0.407  O2 1.187, H3 1.094, H4 1.086
2 O -2.837 0.414 0.283  C1 1.187
3 H -1.165 -0.422 -0.341  C1 1.094
4 H -1.908 -1.074 1.240  C1 1.086
5 O -0.622 2.227 -1.271  H6 0.984, H7 0.967
6 H -1.139 1.692 -0.628  O5 0.984
7 H -0.833 3.150 -1.077  O5 0.967
8 O 1.969 1.361 -1.152  H9 0.960, H10 0.962
9 H 1.037 1.581 -1.208  O8 0.960
10 H 2.118 0.654 -1.788  O8 0.962
11 O -0.510 -3.026 0.788  H12 0.990, H13 0.950
12 H 0.269 -2.419 0.866  O11 0.990
13 H -0.134 -3.881 0.618  O11 0.950
14 O 1.850 -0.345 1.223  H15 0.960, H16 0.954
15 H 2.410 -0.007 0.520  O14 0.960
16 H 1.456 0.472 1.519  O14 0.954

Values from the calculation:
Energy relative to the best compared isomer or geometry (same formula, charge and spin) ... 0.4051 eV
E_tot ... -11436.0723 eV
Highest occupied orbital energy ... -10.43 eV
Lowest unoccupied orbital energy ... 0.0170 hartree

Q: Look up the highest occupied orbital energy of the second one.
A: -10.43 eV

Repeat the first record exactly.
4 unconnected molecules or ions with the total composition CH10O3S2 at a distorted geometry, computed with the ωB97M-V functional and the def2-TZVPD basis.

Last columns: bonded neighbours and bond lengths (Å).
Element x y z (Å)
1 C 0.017 2.127 -1.535  S2 1.815, H4 1.067, H5 1.092, H6 1.093
2 S 1.449 1.098 -1.106  C1 1.815, S3 2.073
3 S 2.407 2.311 0.274  S2 2.073, H7 1.331
4 H -0.857 1.915 -0.962  C1 1.067
5 H -0.177 1.958 -2.596  C1 1.092
6 H 0.351 3.164 -1.450  C1 1.093
7 H 1.640 1.980 1.311  S3 1.331
8 O 2.117 -2.287 -0.490  H9 0.962, H10 0.961
9 H 2.381 -1.372 -0.351  O8 0.962
10 H 1.220 -2.315 -0.147  O8 0.961
11 O -1.666 -2.347 2.149  H12 0.965, H13 0.962
12 H -1.510 -2.961 2.876  O11 0.965
13 H -0.811 -1.924 2.020  O11 0.962
14 O -1.875 -0.251 -0.131  H15 0.961, H16 0.963
15 H -2.620 -0.585 -0.638  O14 0.961
16 H -2.065 -0.510 0.777  O14 0.963

Values from the calculation:
Energy relative to the best compared isomer or geometry (same formula, charge and spin) ... 0.3989 eV
E_tot ... -29012.1040 eV
Highest occupied orbital energy ... -9.09 eV
Lowest unoccupied orbital energy ... 0.0095 hartree

Q: E_tot of number 1 (CH10O3S2)?
A: -29012.1040 eV